Arrangement a

The following is a quantum chemistry calculation of a single C13H21NO2 molecule, from OMol25.

## Properties
- Kohn-Sham gap (eV) = 9.913
- LUMO (Ha) = 0.0345
- SMILES = CC(C)NC[C@H](O)COCc1ccccc1
- spin multiplicity = 1

Geometry as XYZ:
```
37
C13H21NO2 | OMol25 | ωB97M-V/def2-TZVPD
C -3.02504 -0.77416 1.06993
C -2.00066 -1.35667 0.08915
C -2.57392 -1.02027 -1.33073
N -0.65366 -0.90237 0.33767
C 0.36393 -1.90593 -0.14880
C 1.70220 -1.77694 0.57702
O 1.70360 -0.85457 1.65643
C 2.86501 -1.44037 -0.29882
O 2.60182 -0.28627 -1.07566
C 2.74558 0.90434 -0.32603
C 1.42126 1.62054 -0.16808
C 0.55500 1.74177 -1.24461
C -0.70331 2.38913 -1.11145
C -0.99535 2.95189 0.10896
C -0.14885 2.82686 1.23302
C 1.05656 2.17757 1.06822
H -2.64113 -0.79924 2.10942
H -3.17398 0.27533 0.89017
H -3.95830 -1.28858 1.03137
H -2.04217 -2.46748 0.19263
H -3.30589 -1.76375 -1.68547
H -1.83260 -1.17863 -2.09641
H -2.88764 -0.01508 -1.36607
H -0.64093 0.03929 -0.24158
H 0.54510 -1.82558 -1.23222
H -0.00984 -2.89907 0.04136
H 1.95889 -2.76361 1.07106
H 0.87034 -0.38190 1.60674
H 2.92670 -2.22675 -0.99098
H 3.86265 -1.38330 0.13519
H 3.12485 0.60588 0.70488
H 3.49912 1.50907 -0.85149
H 0.88448 1.22089 -2.13084
H -1.45035 2.36043 -1.93355
H -1.96157 3.40351 0.24679
H -0.43640 3.19249 2.18534
H 1.75455 2.09153 1.87743
```

Here are the natural (NBO) charges for atoms 1 to 6, given in e:
1. C -0.61
2. C -0.03
3. C -0.64
4. N -0.68
5. C -0.25
6. C 0.06


Arrangement b

The following is a quantum chemistry calculation of a single C13H21NO2 molecule, from OMol25.

## Properties
- Kohn-Sham gap (eV) = 10.901
- LUMO (Ha) = 0.0274
- SMILES = N#CC1(OC2(O)CCCCC2)CCCCC1
- spin multiplicity = 1

Geometry as XYZ:
```
37
C13H21NO2 | OMol25 | ωB97M-V/def2-TZVPD
N -3.50597 1.35178 -0.15043
C -2.48088 0.97540 0.19249
C -1.28007 0.14978 0.63827
O -0.27408 -0.24518 -0.31693
C -0.24504 0.09004 -1.70246
O -1.53709 -0.01261 -2.39782
C 0.74793 -0.80983 -2.39836
C 2.09810 -0.70945 -1.61588
C 2.57738 0.70014 -1.62833
C 1.58065 1.78441 -1.19025
C 0.22953 1.46095 -1.90689
C -1.91609 -1.19479 1.15596
C -0.91069 -2.12853 1.83408
C -0.48278 -1.13522 3.04302
C 0.22294 0.14344 2.64437
C -0.75552 0.96602 1.80596
H -2.27347 0.27593 -1.87546
H 0.50347 -1.84395 -2.39848
H 0.89643 -0.41997 -3.40913
H 1.91674 -0.99351 -0.60373
H 2.91495 -1.29937 -2.08426
H 3.43809 0.74485 -0.82880
H 2.96898 0.82183 -2.68404
H 1.94258 2.77591 -1.53806
H 1.48353 1.86768 -0.06617
H 0.24792 1.65147 -2.94527
H -0.52850 2.12752 -1.50236
H -2.14952 -1.76151 0.23162
H -2.80766 -0.99853 1.72000
H 0.02460 -2.34630 1.21070
H -1.19485 -3.16597 2.11456
H -1.36358 -0.95586 3.58408
H 0.19810 -1.63899 3.73241
H 0.96419 -0.14944 1.95703
H 0.59115 0.75887 3.43075
H -1.58354 1.26725 2.46157
H -0.25795 1.89570 1.48627
```

Here are the natural (NBO) charges for atoms 1 to 6, given in e:
1. N -0.32
2. C 0.25
3. C 0.20
4. O -0.56
5. C 0.54
6. O -0.74


Which of them is the most stable, and which is the least stable? arrangement a and arrangement b, in that order.


Arrangement a

The following is a quantum chemistry calculation of 2 unconnected molecules or ions with the total composition CH7N6, from OMol25.

## Properties
- charge = +1
- Kohn-Sham gap (eV) = 10.683
- LUMO (Ha) = -0.1168
- spin multiplicity = 1

Geometry as XYZ:
```
14
CH7N6 | OMol25 | ωB97M-V/def2-TZVPD
C 0.19711 -0.20474 1.09526
N -2.19700 1.79600 -3.63293
N -0.74598 0.91030 -2.05958
N -1.41370 1.22543 -2.94008
N 0.86085 -0.28829 -0.29040
N 0.75955 -0.91546 1.99268
N 0.26165 -0.95127 3.23064
H -2.30742 1.83437 -4.62306
H 1.31531 0.60507 -0.38887
H 0.06068 -0.30019 -0.92464
H 1.52970 -1.58674 1.77433
H -0.50128 -0.36085 3.31317
H 0.87807 -0.57458 3.98585
H 1.30246 -1.18904 -0.53238
```

Here are the natural (NBO) charges for atoms 1 to 6, given in e:
1. C 0.16
2. N -0.45
3. N -0.25
4. N 0.31
5. N -0.78
6. N -0.35


Arrangement b

The following is a quantum chemistry calculation of a gas-phase ion, CH7N6 (charge +1), from OMol25.

## Properties
- charge = +1
- Kohn-Sham gap (alpha / beta) (eV) = 8.484 / 8.478
- LUMO (alpha / beta) (Ha) = -0.1894 / -0.1896
- SMILES = NN[C@@H]1N=[NH+]NN1
- spin multiplicity = 1

Geometry as XYZ:
```
14
CH7N6 | OMol25 | ωB97M-V/def2-TZVPD
N 0.42106 0.26963 -1.57073
N -0.02167 -0.97064 -1.09956
C -0.62380 -0.81303 0.15750
N -1.41220 0.39393 0.43065
N -0.70918 1.22963 1.06690
N 0.44696 0.72543 1.54975
N 0.57571 -0.56145 1.09659
H 0.21787 0.33067 -2.56008
H 1.43310 0.25762 -1.51874
H -0.54480 -1.64857 -1.60149
H -0.96759 -1.84771 0.44249
H -1.21150 2.08948 1.32851
H 1.04878 1.51634 1.67547
H 1.34725 -0.97133 0.60275
```

Here are the natural (NBO) charges for atoms 1 to 6, given in e:
1. N -0.68
2. N -0.48
3. C 0.19
4. N -0.11
5. N -0.02
6. N -0.18


Which of them is the most stable, and which is the least stable? arrangement a and arrangement b, in that order.


Arrangement a

The following is a quantum chemistry calculation of a gas-phase ion, ClOS2 (charge -1), from OMol25.

## Properties
- charge = -1
- Kohn-Sham gap (eV) = 7.797
- LUMO (Ha) = 0.1364
- spin multiplicity = 1

Geometry as XYZ:
```
4
ClOS2 | OMol25 | ωB97M-V/def2-TZVPD
O -0.08448 1.59357 0.21000
S -1.62816 -0.96723 0.10073
S -0.05976 0.35248 -0.45083
Cl 1.77240 -0.97882 0.14010
```

So, what does the natural (NBO) scheme give us? The charges, in e, come out as:
1. O -0.94
2. S -0.67
3. S 1.14
4. Cl -0.54


Arrangement b

The following is a quantum chemistry calculation of a molecular structure, ClOS2, from OMol25.

## Properties
- charge = -1
- Kohn-Sham gap (eV) = 6.968
- LUMO (Ha) = 0.1115
- spin multiplicity = 1

Geometry as XYZ:
```
4
ClOS2 | OMol25 | ωB97M-V/def2-TZVPD
O 0.85964 1.40000 0.29006
S -2.33021 -0.22457 0.05638
S 0.18714 0.34637 -0.44409
Cl 1.28342 -1.52179 0.09765
```

So, what does the natural (NBO) scheme give us? The charges, in e, come out as:
1. O -0.92
2. S -0.73
3. S 1.06
4. Cl -0.41


Which of them is the most stable, and which is the least stable? arrangement a and arrangement b, in that order.


Arrangement a

The following is a quantum chemistry calculation of a gas-phase ion, C3H6NO (charge +1), from OMol25.

## Properties
- charge = +1
- Kohn-Sham gap (eV) = 10.053
- LUMO (Ha) = -0.1569
- SMILES = [NH3+][C@]12C[C@@H]1O2
- spin multiplicity = 1

Geometry as XYZ:
```
11
C3H6NO | OMol25 | ωB97M-V/def2-TZVPD
N -1.24131 0.53343 -0.41671
C 0.18915 0.36608 -0.16129
C 1.09056 -0.16944 0.96207
C 0.76363 -0.98838 -0.30354
O 1.02322 0.09687 -1.25962
H -1.53944 0.20061 -1.30975
H -1.51745 1.65250 -0.55015
H -1.69134 0.22050 0.42518
H 0.57773 -0.37112 1.96390
H 2.01176 0.46172 0.99253
H 0.33349 -2.00277 -0.34262
```

Here are the natural (NBO) charges for atoms 1 to 6, given in e:
1. N -0.68
2. C 0.26
3. C -0.38
4. C 0.04
5. O -0.41
6. H 0.46


Arrangement b

The following is a quantum chemistry calculation of a gas-phase ion, C3H6NO (charge +1), from OMol25.

## Properties
- charge = +1
- Kohn-Sham gap (eV) = 7.714
- LUMO (Ha) = -0.2621
- spin multiplicity = 1

Geometry as XYZ:
```
11
C3H6NO | OMol25 | ωB97M-V/def2-TZVPD
C 0.66309 -1.37865 -1.12904
C -0.26869 1.13426 0.09437
C -0.23665 -1.29703 -0.20774
N -0.67104 -0.23971 0.54701
O 1.04445 1.10228 -0.43267
H 1.10610 -1.61968 -2.06394
H -1.11143 1.35370 -0.57604
H -0.25323 1.77480 1.04726
H -0.78640 -2.11062 0.18491
H -1.28939 -0.23016 1.26563
H 1.72505 1.10791 0.24899
```

Here are the natural (NBO) charges for atoms 1 to 6, given in e:
1. C 0.27
2. C 0.08
3. C -0.12
4. N -0.55
5. O -0.66
6. H 0.27


Which of them is the most stable, and which is the least stable? arrangement a and arrangement b, in that order.


Arrangement a

The following is a quantum chemistry calculation of 2 unconnected molecules or ions with the total composition C3H6NO, from OMol25.

## Properties
- charge = +1
- Kohn-Sham gap (alpha / beta) (eV) = 9.861 / 7.334
- LUMO (alpha / beta) (Ha) = -0.1884 / -0.1941
- spin multiplicity = 1

Geometry as XYZ:
```
11
C3H6NO | OMol25 | ωB97M-V/def2-TZVPD
C 0.41301 -1.19914 2.04787
C 0.10228 -0.44239 1.11674
C -0.14995 0.42064 0.09788
N -0.61671 -0.06432 -1.20619
O -0.21241 1.71522 0.16521
H 0.61791 -1.70217 2.90816
H 1.89755 -0.36342 -1.14429
H -0.27920 0.48360 -2.00781
H -1.66452 -0.12419 -1.35543
H -0.31306 -0.86562 -1.56369
H 0.20510 2.14178 0.94155
```

Here are the natural (NBO) charges for atoms 1 to 6, given in e:
1. C 0.01
2. C -0.23
3. C 0.41
4. N -0.69
5. O -0.63
6. H 0.24


Arrangement b

The following is a quantum chemistry calculation of a gas-phase ion, C3H6NO (charge +1), from OMol25.

## Properties
- charge = +1
- Kohn-Sham gap (eV) = 7.277
- LUMO (Ha) = -0.2208
- spin multiplicity = 1

Geometry as XYZ:
```
11
C3H6NO | OMol25 | ωB97M-V/def2-TZVPD
C -0.03275 0.28305 -0.25684
C -0.02452 1.63576 -0.68579
C -0.23497 -0.41064 1.18211
N 0.36171 -1.49576 1.31042
O -0.97166 2.41588 -0.92151
H -0.92555 -0.11485 -0.58211
H 0.78648 -0.48195 -0.63753
H 1.01421 2.15748 -0.62480
H -1.82446 2.10138 -0.87522
H 0.30581 -1.92819 2.20468
H 0.84473 -2.10327 0.65844
```

Here are the natural (NBO) charges for atoms 1 to 6, given in e:
1. C -0.70
2. C 0.53
3. C 0.25
4. N -0.72
5. O -0.49
6. H 0.27


Which of them is the most stable, and which is the least stable? arrangement b and arrangement a, in that order.